A cluster of 3 separate species, C25H62F2N7O3PS in total, computed with ωB97M-V with the def2-TZVPD basis set.

Its SMILES is CCOC[C@](CC(N)(N)N)(O[C@H](F)CN)[C@@H](O[C@@H](N)[PH2]=S)[C@@H](F)CC.CCN(CC)CC.CCN(CC)CC. Its LUMO energy is 0.3673 eV. As for the orbital gap: 0.3164 Eh.

```
101
Properties=species:S:1:pos:R:3:forces:R:3:lowdin_charge:R:1
C 1.150 3.795 0.797 -0.30 -0.11 -0.05 -0.066
C 0.032 3.968 1.816 0.30 0.55 -0.22 -0.259
O -0.348 2.768 2.431 -0.28 -0.13 0.16 -0.144
C -1.391 2.097 1.742 0.70 0.30 -0.22 -0.143
C -1.916 0.995 2.624 -0.38 -0.32 0.32 -0.302
C -3.044 0.137 1.987 0.08 0.01 -0.06 -0.027
C -3.736 0.558 0.689 -0.53 -0.40 -0.28 -0.658
N -4.410 1.834 0.842 0.02 0.03 0.12 0.092
N -4.773 -0.473 0.324 0.50 0.23 0.23 0.069
N -2.791 0.685 -0.391 0.01 0.23 0.07 0.101
O -2.419 1.500 3.885 0.22 0.14 -0.03 -0.001
C -3.221 2.612 3.891 -0.21 -0.10 -0.03 -0.392
F -2.462 3.765 4.058 0.06 0.09 0.04 0.031
C -4.209 2.483 5.033 -0.12 -0.06 -0.19 -0.196
N -5.025 3.663 5.249 -0.18 -0.26 0.24 0.012
C -0.740 0.113 3.105 -0.20 0.32 -0.06 -0.224
O -1.335 -0.877 3.936 -0.12 -0.09 -0.16 -0.087
C -0.543 -1.740 4.698 0.00 -0.49 -0.12 -0.575
N -0.328 -3.044 4.052 0.13 0.38 0.15 0.038
P 1.035 -1.019 5.328 0.09 0.79 0.73 0.382
S 0.890 0.506 6.518 -0.06 -0.19 -0.13 0.150
C 0.160 -0.469 2.021 0.48 0.13 -0.01 -0.260
F -0.569 -0.833 0.878 -0.10 -0.17 -0.15 -0.010
C 1.323 0.430 1.591 -0.02 -0.47 -0.30 -0.174
C 2.621 -0.348 1.311 -0.11 -0.04 0.05 -0.080
H 1.952 3.198 1.223 0.16 0.08 -0.03 0.067
H 0.781 3.304 -0.105 0.06 -0.12 -0.03 0.065
H 1.531 4.769 0.497 0.11 0.09 0.01 0.076
H -0.821 4.446 1.324 -0.17 -0.02 0.07 0.121
H 0.360 4.654 2.598 0.01 -0.11 0.16 0.124
H -2.179 2.795 1.463 -0.15 0.03 0.04 0.120
H -1.012 1.669 0.814 -0.15 -0.04 -0.02 0.110
H -3.828 0.037 2.737 0.03 0.00 0.16 0.131
H -2.670 -0.868 1.827 0.03 -0.10 -0.03 0.114
H -4.966 1.990 0.009 -0.07 0.06 -0.11 0.083
H -5.078 1.757 1.600 -0.08 0.01 0.04 0.079
H -4.295 -1.351 0.143 -0.04 -0.03 -0.10 0.066
H -5.352 -0.658 1.139 -0.12 0.04 -0.02 0.066
H -2.377 -0.205 -0.622 0.11 -0.10 -0.07 0.079
H -3.244 1.068 -1.207 -0.10 -0.12 -0.18 0.077
H -3.758 2.744 2.947 0.15 0.07 -0.07 0.130
H -3.674 2.200 5.935 0.08 0.08 0.12 0.130
H -4.853 1.637 4.775 0.02 -0.10 0.01 0.112
H -5.134 4.201 4.404 0.01 0.15 -0.06 0.064
H -4.643 4.252 5.968 0.15 0.19 -0.05 0.065
H -0.134 0.801 3.699 0.06 -0.16 0.25 0.119
H -1.116 -1.915 5.609 -0.07 0.10 0.11 0.119
H 0.634 -3.200 3.779 0.04 -0.03 -0.12 0.049
H -0.900 -3.061 3.218 -0.06 -0.16 -0.05 0.080
H 1.649 -2.149 5.889 0.01 -0.20 -0.18 -0.012
H 1.839 -0.758 4.209 0.01 -0.31 -0.21 -0.023
H 0.578 -1.410 2.375 -0.07 -0.01 0.17 0.107
H 1.487 1.206 2.331 -0.04 0.06 -0.04 0.107
H 1.006 0.901 0.662 -0.06 0.25 0.12 0.100
H 2.447 -1.424 1.279 -0.04 -0.10 -0.05 0.059
H 3.045 -0.074 0.348 0.13 0.07 -0.02 0.070
H 3.368 -0.166 2.080 0.11 0.01 0.03 0.070
C -0.909 1.396 -7.579 0.00 -0.03 -0.01 -0.091
C -0.574 1.093 -6.126 -0.07 -0.04 -0.06 -0.277
N -0.345 2.285 -5.331 0.03 0.01 0.03 -0.201
C 0.244 2.009 -4.034 0.14 -0.04 0.09 -0.247
C -0.581 1.203 -3.023 0.04 0.03 0.07 -0.090
C -1.414 3.267 -5.347 -0.11 0.12 -0.06 -0.245
C -2.809 2.823 -4.880 0.00 0.06 0.03 -0.080
H -0.138 2.020 -8.031 0.00 0.03 0.02 0.080
H -0.971 0.465 -8.143 0.00 -0.01 -0.01 0.072
H -1.869 1.903 -7.683 -0.01 0.00 0.00 0.064
H 0.347 0.505 -6.099 0.01 0.00 0.06 0.117
H -1.364 0.446 -5.710 0.01 0.00 -0.01 0.101
H 0.528 2.963 -3.582 -0.04 0.03 -0.01 0.111
H 1.185 1.477 -4.213 -0.03 -0.03 -0.05 0.109
H -1.380 1.796 -2.583 -0.02 0.00 -0.02 0.040
H 0.060 0.877 -2.200 0.01 0.00 0.01 0.064
H -1.018 0.309 -3.471 0.01 0.00 -0.02 0.069
H -1.502 3.652 -6.365 0.01 -0.05 -0.02 0.100
H -1.088 4.120 -4.747 0.03 -0.03 0.05 0.114
H -3.088 1.853 -5.294 0.01 -0.01 -0.02 0.066
H -3.555 3.547 -5.213 0.01 0.01 0.00 0.072
H -2.880 2.763 -3.795 0.01 -0.06 0.00 0.049
C 2.984 -2.606 -2.135 -0.06 0.02 -0.01 -0.089
C 3.745 -3.906 -2.335 -0.09 0.01 0.03 -0.273
N 5.023 -3.922 -1.648 0.01 -0.03 -0.02 -0.201
C 5.874 -5.032 -2.034 0.12 -0.06 -0.09 -0.250
C 5.410 -6.454 -1.694 0.05 -0.01 0.02 -0.086
C 4.976 -3.615 -0.229 -0.02 0.11 0.14 -0.245
C 4.094 -4.492 0.671 0.05 0.02 0.04 -0.082
H 3.592 -1.749 -2.430 0.03 0.00 0.03 0.082
H 2.078 -2.606 -2.742 0.00 -0.01 -0.01 0.074
H 2.681 -2.472 -1.096 -0.03 0.03 -0.01 0.047
H 3.947 -4.035 -3.402 0.04 -0.04 0.00 0.118
H 3.092 -4.744 -2.042 0.00 0.00 -0.01 0.102
H 6.863 -4.867 -1.598 -0.01 0.02 0.04 0.111
H 6.015 -4.966 -3.117 -0.06 0.02 -0.01 0.109
H 5.521 -6.680 -0.634 -0.04 0.02 0.02 0.055
H 6.016 -7.178 -2.243 0.01 0.01 0.00 0.070
H 4.369 -6.623 -1.973 -0.01 0.01 -0.01 0.065
H 4.648 -2.578 -0.121 -0.02 0.00 -0.04 0.091
H 6.002 -3.627 0.146 0.02 -0.06 -0.03 0.115
H 3.117 -4.682 0.224 -0.01 0.02 -0.02 0.066
H 3.925 -3.985 1.624 0.01 0.01 0.00 0.064
H 4.555 -5.452 0.896 -0.03 -0.04 -0.05 0.055
```
Positions in Å, forces in eV/Å.